(1)
The following is a quantum chemistry calculation of 17 unconnected molecules or ions with the total composition C70H210N27O17P9S8, from OMol25.

Properties
LUMO energy	0.0074	hartree
E_tot	-321317.888	eV

Element x y z (Å)
O -1.933 -16.342 -0.859
P -2.781 -16.360 -2.093
N -3.131 -14.864 -2.801
C -2.870 -13.652 -2.116
C -4.174 -14.677 -3.806
N -4.324 -17.153 -1.872
C -5.349 -16.497 -1.074
C -4.212 -18.575 -1.601
N -2.181 -17.351 -3.366
C -2.919 -17.548 -4.642
C -0.722 -17.816 -3.408
H -2.815 -12.769 -2.752
H -1.913 -13.620 -1.594
H -3.634 -13.409 -1.377
H -3.719 -14.421 -4.763
H -4.974 -14.004 -3.499
H -4.748 -15.597 -3.918
H -5.246 -16.692 -0.006
H -5.393 -15.447 -1.363
H -6.329 -16.828 -1.418
H -3.720 -19.073 -2.437
H -3.712 -18.746 -0.648
H -5.246 -18.912 -1.528
H -3.989 -17.362 -4.541
H -2.458 -16.974 -5.446
H -2.743 -18.596 -4.885
H -0.610 -18.841 -3.760
H -0.310 -17.668 -2.410
H -0.088 -17.136 -3.976
O 1.936 -24.044 -6.531
P 1.472 -23.076 -5.520
N 0.618 -23.711 -4.198
C 1.350 -24.367 -3.146
C -0.679 -24.385 -4.515
N 0.363 -21.888 -6.194
C -0.361 -20.884 -5.382
C -0.238 -22.266 -7.469
N 2.791 -22.234 -4.834
C 4.060 -22.881 -4.433
C 2.675 -20.763 -4.441
H 1.897 -25.273 -3.409
H 0.697 -24.706 -2.343
H 2.045 -23.649 -2.711
H -1.198 -24.686 -3.605
H -0.597 -25.200 -5.234
H -1.382 -23.711 -5.005
H 0.182 -20.783 -4.442
H -0.588 -19.927 -5.852
H -1.318 -21.297 -5.063
H -0.959 -21.564 -7.888
H 0.484 -22.454 -8.264
H -0.681 -23.242 -7.276
H 4.912 -22.302 -4.789
H 4.167 -22.999 -3.354
H 4.112 -23.904 -4.806
H 3.655 -20.430 -4.102
H 2.082 -20.709 -3.528
H 2.212 -20.165 -5.226
O 0.862 -10.107 0.311
P 1.521 -10.624 1.550
N 0.803 -10.221 3.031
C 1.131 -11.019 4.230
C 0.447 -8.848 3.181
N 3.141 -10.037 1.773
C 3.454 -8.750 1.148
C 4.255 -10.596 2.596
N 1.740 -12.375 1.454
C 2.712 -12.832 0.457
C 0.593 -13.337 1.631
H 1.571 -11.961 3.905
H 0.223 -11.187 4.808
H 1.898 -10.581 4.869
H -0.151 -8.751 4.087
H -0.124 -8.445 2.345
H 1.385 -8.292 3.215
H 3.935 -8.049 1.830
H 4.139 -8.824 0.302
H 2.559 -8.280 0.740
H 4.042 -10.423 3.651
H 4.233 -11.684 2.535
H 5.212 -10.222 2.231
H 2.180 -12.997 -0.480
H 3.566 -12.176 0.289
H 3.122 -13.744 0.889
H -0.076 -13.464 0.780
H -0.043 -13.072 2.475
H 0.843 -14.351 1.944
O 2.517 -13.232 -6.060
P 2.575 -13.946 -4.750
N 3.311 -12.842 -3.616
C 2.522 -11.668 -3.185
C 4.721 -12.556 -3.673
N 3.580 -15.351 -4.564
C 3.594 -16.268 -5.786
C 3.889 -15.897 -3.268
N 1.068 -14.455 -3.971
C 1.006 -14.648 -2.507
C -0.196 -14.039 -4.597
H 1.582 -11.942 -2.706
H 2.202 -11.031 -4.010
H 3.037 -11.034 -2.464
H 5.112 -12.171 -2.731
H 4.820 -11.773 -4.426
H 5.283 -13.435 -3.989
H 4.373 -17.029 -5.756
H 2.664 -16.836 -5.819
H 3.619 -15.728 -6.732
H 4.843 -16.420 -3.330
H 4.014 -15.026 -2.626
H 3.120 -16.597 -2.940
H 2.012 -14.756 -2.100
H 0.446 -13.801 -2.112
H 0.428 -15.547 -2.291
H -0.521 -14.722 -5.383
H -0.080 -13.111 -5.158
H -0.986 -13.892 -3.861
O -8.892 -10.277 -0.726
P -9.172 -11.734 -0.978
N -8.290 -12.297 -2.278
C -7.947 -13.711 -2.481
C -7.648 -11.433 -3.287
N -10.769 -12.105 -1.437
C -11.727 -10.988 -1.667
C -11.123 -13.459 -1.957
N -8.842 -12.821 0.362
C -7.476 -13.009 0.755
C -9.780 -13.238 1.374
H -6.992 -13.962 -2.021
H -8.027 -13.997 -3.530
H -8.723 -14.380 -2.109
H -6.567 -11.529 -3.391
H -7.981 -10.438 -2.991
H -8.164 -11.779 -4.183
H -11.490 -10.181 -0.974
H -11.789 -10.639 -2.698
H -12.697 -11.438 -1.458
H -12.198 -13.590 -1.832
H -10.949 -13.582 -3.026
H -10.625 -14.170 -1.297
H -7.221 -14.068 0.800
H -6.727 -12.453 0.192
H -7.226 -12.817 1.798
H -10.071 -12.382 1.982
H -9.302 -13.901 2.095
H -10.657 -13.754 0.982
O -3.720 -11.481 -4.993
P -3.334 -10.059 -5.302
N -2.566 -9.797 -6.858
C -1.998 -10.871 -7.637
C -2.285 -8.460 -7.382
N -2.091 -9.390 -4.246
C -1.033 -10.242 -3.742
C -1.713 -7.967 -4.202
N -4.620 -8.932 -5.164
C -5.746 -9.031 -6.074
C -5.002 -8.591 -3.832
H -1.872 -10.795 -8.717
H -2.603 -11.752 -7.422
H -1.029 -11.039 -7.166
H -1.351 -8.083 -6.968
H -3.079 -7.776 -7.083
H -2.111 -8.497 -8.458
H -0.243 -10.383 -4.479
H -0.500 -9.853 -2.875
H -1.328 -11.224 -3.373
H -0.735 -7.785 -4.649
H -2.498 -7.472 -4.774
H -1.710 -7.567 -3.188
H -5.377 -9.513 -6.980
H -6.465 -9.771 -5.723
H -6.295 -8.138 -6.375
H -5.488 -9.402 -3.289
H -5.706 -7.762 -3.764
H -4.059 -8.384 -3.325
O -6.379 -17.654 -8.587
P -6.915 -16.372 -8.019
N -5.737 -15.176 -7.485
C -6.027 -13.886 -6.928
C -4.346 -15.462 -7.820
N -7.785 -16.559 -6.657
C -7.563 -17.724 -5.850
C -8.609 -15.595 -6.060
N -7.839 -15.440 -9.073
C -7.173 -14.950 -10.244
C -9.175 -15.920 -9.396
H -6.145 -13.955 -5.846
H -6.960 -13.537 -7.369
H -5.184 -13.223 -7.125
H -3.658 -15.067 -7.073
H -3.995 -15.310 -8.841
H -4.274 -16.549 -7.846
H -8.469 -17.975 -5.298
H -7.303 -18.616 -6.420
H -6.725 -17.525 -5.182
H -8.037 -15.073 -5.291
H -9.022 -14.910 -6.800
H -9.408 -16.002 -5.441
H -6.813 -15.812 -10.805
H -7.715 -14.318 -10.947
H -6.245 -14.467 -9.940
H -9.641 -16.374 -8.521
H -9.037 -16.667 -10.177
H -9.809 -15.135 -9.808
O -7.542 -19.921 5.624
P -6.746 -19.573 6.807
N -5.078 -19.328 6.530
C -3.985 -19.024 7.489
C -4.729 -19.022 5.116
N -6.745 -20.730 8.037
C -7.862 -20.850 8.942
C -6.104 -22.027 7.799
N -7.255 -18.149 7.550
C -6.789 -17.844 8.934
C -7.456 -16.966 6.700
H -2.952 -19.099 7.150
H -4.099 -19.728 8.313
H -4.224 -18.012 7.815
H -3.736 -18.573 5.074
H -5.476 -18.366 4.670
H -4.681 -19.938 4.528
H -7.436 -21.304 9.837
H -8.289 -19.907 9.283
H -8.580 -21.546 8.509
H -6.787 -22.829 7.519
H -5.232 -21.978 7.147
H -5.749 -22.274 8.799
H -7.672 -17.761 9.567
H -6.142 -18.632 9.319
H -6.140 -16.969 8.901
H -6.578 -16.342 6.863
H -8.436 -16.584 6.988
H -7.529 -17.229 5.645
O -1.985 -16.586 -11.212
P -0.904 -16.428 -10.187
N 0.675 -16.141 -10.841
C 0.727 -15.113 -11.920
C 1.798 -16.085 -9.971
N -0.622 -17.797 -9.182
C -0.179 -18.968 -9.917
C -1.696 -18.142 -8.240
N -1.241 -15.093 -9.177
C -0.588 -14.812 -7.979
C -1.894 -13.901 -9.669
H 1.592 -15.166 -12.581
H 0.545 -14.163 -11.417
H -0.112 -15.201 -12.611
H 2.213 -17.003 -9.554
H 1.783 -15.296 -9.219
H 2.697 -15.731 -10.474
H 0.029 -19.825 -9.276
H -0.853 -19.129 -10.758
H 0.746 -18.748 -10.451
H -1.506 -19.082 -7.723
H -1.727 -17.330 -7.514
H -2.652 -18.224 -8.758
H 0.252 -14.128 -8.098
H -1.264 -14.502 -7.183
H -0.170 -15.715 -7.535
H -2.343 -14.058 -10.650
H -1.220 -13.059 -9.828
H -2.594 -13.537 -8.918
C -11.644 -18.079 -3.562
S -11.107 -19.343 -2.312
O -12.254 -20.361 -2.413
C -9.634 -19.774 -3.254
H -12.423 -17.486 -3.083
H -12.143 -18.484 -4.441
H -10.786 -17.440 -3.773
H -8.942 -18.972 -2.998
H -9.923 -19.787 -4.305
H -9.190 -20.718 -2.940
C -1.802 -21.632 -1.791
S 0.000 -21.769 -1.356
O 0.544 -20.341 -1.322
C -0.109 -22.339 0.411
H -2.221 -22.614 -2.009
H -1.841 -21.024 -2.695
H -2.363 -20.996 -1.106
H -0.628 -21.596 1.017
H 0.908 -22.477 0.778
H -0.592 -23.308 0.542
C -4.236 -23.385 -5.699
S -5.045 -21.846 -5.208
O -4.224 -21.118 -4.116
C -4.667 -20.879 -6.760
H -4.855 -23.914 -6.424
H -4.223 -24.033 -4.822
H -3.293 -23.129 -6.180
H -5.114 -19.889 -6.667
H -5.137 -21.525 -7.502
H -3.594 -20.924 -6.946
C -6.158 -21.787 1.519
S -4.772 -21.456 0.374
O -3.666 -22.419 0.842
C -5.573 -22.373 -1.070
H -7.093 -21.384 1.130
H -5.973 -21.426 2.531
H -6.279 -22.862 1.648
H -4.878 -22.306 -1.907
H -6.582 -22.091 -1.372
H -5.648 -23.405 -0.729
C -4.030 -13.743 1.527
S -4.807 -14.479 2.984
O -4.934 -15.957 2.813
C -3.393 -14.394 4.162
H -3.010 -13.950 1.203
H -4.084 -12.654 1.522
H -4.621 -14.025 0.656
H -2.690 -15.086 3.699
H -3.546 -14.894 5.118
H -3.052 -13.358 4.170
C 0.003 -18.216 0.835
S -0.339 -18.143 2.703
O 0.432 -16.992 3.327
C -2.088 -17.498 2.382
H -0.822 -18.637 0.260
H 0.914 -18.811 0.776
H 0.175 -17.162 0.617
H -2.604 -18.134 1.662
H -2.081 -16.428 2.175
H -2.692 -17.477 3.289
C -4.775 -10.648 -0.956
S -4.148 -9.373 0.143
O -4.205 -9.913 1.598
C -2.345 -9.448 -0.220
H -4.413 -10.580 -1.982
H -5.864 -10.615 -0.997
H -4.517 -11.600 -0.491
H -2.074 -10.410 -0.654
H -1.714 -9.387 0.666
H -2.103 -8.664 -0.938
C -8.916 -16.802 0.323
S -8.519 -18.493 0.835
O -7.730 -19.202 -0.303
C -7.342 -18.200 2.160
H -8.011 -16.199 0.254
H -9.630 -16.271 0.953
H -9.429 -16.794 -0.639
H -6.938 -19.197 2.340
H -7.878 -17.851 3.043
H -6.436 -17.665 1.876

(2)
The following is a quantum chemistry calculation of a molecular structure, C70H52BiFN8O3S2, from OMol25.

Properties
LUMO energy	-0.0213	hartree
energy above the lowest of the compared OMol25 structures with the same formula, charge and spin	6.17	kcal per mole
E_tot	-121725.563	eV

Element x y z (Å)
Bi -0.102 -0.644 -0.381
C -6.733 -4.797 -0.300
C -5.826 -5.078 0.707
C -4.616 -4.411 0.760
C -4.277 -3.480 -0.219
C -5.192 -3.209 -1.232
C -6.420 -3.847 -1.257
C -2.944 -2.833 -0.180
C -2.057 -3.170 -1.210
C -2.418 -4.041 -2.276
C -1.342 -4.098 -3.113
C -0.324 -3.298 -2.527
N -0.755 -2.753 -1.381
C 0.947 -3.230 -3.198
C 2.207 -3.271 -2.707
C 3.386 -3.309 -3.553
C 4.493 -3.191 -2.803
C 3.251 -1.847 -1.127
C 3.498 -1.195 0.185
C 4.939 -0.844 0.287
C 5.469 0.180 -0.489
C 6.825 0.446 -0.463
C 7.664 -0.296 0.351
C 7.139 -1.295 1.154
C 5.786 -1.574 1.116
C 2.670 -0.853 1.199
N 1.298 -0.966 1.292
C 0.918 -0.470 2.517
C -0.354 -0.401 3.056
C -0.542 0.191 4.395
C -1.130 -0.548 5.419
C -1.299 0.001 6.676
C -0.906 1.305 6.928
C -0.333 2.055 5.914
C -0.140 1.499 4.662
C -1.492 -0.941 2.420
C -2.824 -1.027 2.918
C -3.554 -1.707 1.985
C -2.666 -2.036 0.921
N -1.429 -1.517 1.204
C 2.101 -0.075 3.237
C 3.162 -0.286 2.439
N 2.611 -3.151 -1.340
C 0.802 -3.158 -4.676
C 0.255 -2.004 -5.228
C 0.195 -1.840 -6.601
C 0.658 -2.836 -7.446
C 1.160 -4.008 -6.904
C 1.230 -4.167 -5.531
H -7.675 -5.324 -0.346
H -6.062 -5.823 1.453
H -3.911 -4.627 1.550
H -4.923 -2.507 -2.010
H -7.133 -3.605 -2.031
H -3.353 -4.557 -2.379
H -1.245 -4.661 -4.020
H 3.353 -3.339 -4.626
H 6.562 -3.014 -2.367
H 4.805 0.781 -1.090
H 7.232 1.231 -1.084
H 8.723 -0.086 0.376
H 7.786 -1.868 1.802
H 5.366 -2.354 1.737
H -1.439 -1.565 5.223
H -1.735 -0.594 7.466
H -1.041 1.729 7.912
H -0.027 3.073 6.116
H 0.334 2.069 3.875
H -3.174 -0.610 3.842
H -4.600 -1.942 2.022
H 2.095 0.302 4.241
H 4.195 -0.097 2.657
H -0.114 -1.232 -4.569
H -0.215 -0.928 -7.013
H 0.625 -2.700 -8.518
H 1.502 -4.800 -7.554
H 1.615 -5.083 -5.109
C 1.431 6.016 3.547
C -0.064 5.962 3.233
C -0.854 6.204 4.519
C -2.346 6.106 4.252
C -2.641 4.749 3.685
C -3.844 4.130 3.937
C -4.096 2.873 3.398
F -5.271 2.277 3.696
C -3.209 2.255 2.559
C -1.989 2.875 2.274
C -1.097 2.228 1.301
O -1.488 1.197 0.722
C 0.123 2.932 1.068
C 0.365 4.098 1.726
N -0.450 4.683 2.629
C -1.676 4.110 2.878
C 1.191 2.542 0.025
O 1.788 3.483 -0.494
O 1.397 1.325 -0.186
H 1.637 6.898 4.149
H 2.042 6.076 2.652
H 1.731 5.138 4.114
H -0.308 6.754 2.509
H -0.600 7.193 4.902
H -0.575 5.457 5.266
H -2.651 6.881 3.541
H -2.912 6.263 5.171
H -4.600 4.613 4.537
H -3.419 1.301 2.102
H 1.273 4.617 1.464
N 2.911 0.519 -3.885
C 3.766 -0.351 -3.240
C 5.139 -0.449 -3.692
C 6.018 -1.453 -3.685
C 5.882 -2.874 -3.215
C 4.065 -3.071 -1.407
C 2.999 -0.877 -2.214
N 1.742 -0.398 -2.282
C 1.698 0.459 -3.276
C 0.548 1.233 -3.652
C 0.510 2.197 -4.630
S -1.037 2.925 -4.695
C -1.532 1.865 -3.406
N -0.632 1.063 -2.993
H 3.159 1.089 -4.677
H 5.480 0.479 -4.142
H 6.994 -1.241 -4.102
H 6.215 -3.531 -4.025
H 4.647 -3.491 -0.599
H 1.289 2.524 -5.288
H -2.530 1.901 -3.016
C -4.563 2.808 -0.490
S -4.136 1.109 -0.967
C -5.803 0.387 -0.907
H -5.125 2.784 0.438
H -5.146 3.277 -1.278
H -3.628 3.337 -0.338
H -6.408 0.771 -1.724
H -6.254 0.617 0.053
H -5.691 -0.687 -1.003